DFT (ωB97M-V with the def2-TZVPD basis set) results for a 2-piece molecular cluster, C2H4N4O overall at a distorted geometry.

Structure (ORCA input):
```
! RIJCOSX wB97M-V def2-TZVPD def2/J DEFGRID3
* xyz 0 1
H 1.47 -0.91 -2.56
C 0.40 -0.42 -0.66
N -0.22 0.03 1.57
N 1.14 -1.17 -1.42
H -1.76 2.10 -0.10
C -0.85 0.87 0.68
O 0.44 -0.89 0.72
H -0.86 -0.36 2.16
H 2.42 -1.52 -0.69
N -2.00 1.48 0.98
N -0.19 0.81 -0.66
*
```

Its HOMO-LUMO gap is 7.568 eV. The value obtained for the energy above the lowest of the compared OMol25 structures with the same formula, charge and spin is 7.114 eV.

How is the electron density shared among the atoms? According to Mulliken, the charges in e are: atom 1 (H): 0.35, atom 2 (C): 0.48, atom 3 (N): -0.16, atom 4 (N): -0.60, atom 5 (H): 0.33, atom 6 (C): 0.43, atom 7 (O): -0.30, atom 8 (H): 0.26, atom 9 (H): 0.38, atom 10 (N): -0.64, atom 11 (N): -0.53

=====

DFT (ωB97M-V with the def2-TZVPD basis set) results for a 8-piece molecular cluster, C50H78N10O5S overall at a distorted geometry.

Structure (ORCA input):
```
! RIJCOSX wB97M-V def2-TZVPD def2/J DEFGRID3
* xyz 0 1
C 4.64 1.41 -0.14
C -1.64 2.00 1.61
C -9.59 -8.01 1.75
H 0.37 -6.34 1.97
C 6.68 -0.74 5.03
H 7.55 8.54 0.49
H 3.81 6.59 1.38
H 5.65 3.14 0.67
H -11.15 -3.04 0.54
H 4.37 4.13 -4.68
C 9.17 -0.66 -1.37
H 7.20 0.96 6.27
C -11.05 -4.07 1.02
H 10.51 -0.44 0.30
O -1.81 -1.37 -1.00
H 5.85 4.33 -5.61
C 7.31 1.51 4.23
H 7.07 7.21 -0.55
C 4.67 2.67 0.72
C -5.17 -4.80 -1.40
H 5.32 5.72 1.68
H 6.63 12.36 -1.52
H 9.53 11.69 -0.77
H 7.71 -1.09 4.94
H 3.78 6.53 -5.06
C 5.46 6.94 -6.29
C -12.41 -7.93 0.78
N -7.74 -1.90 -2.25
C -11.26 -8.58 0.02
C 4.83 6.43 1.01
H -9.34 -3.42 2.23
C -2.77 0.89 1.39
H -1.48 2.54 0.64
H -4.99 -8.04 0.11
H 9.66 0.13 -1.94
C -3.92 -4.02 -1.09
H -5.88 -6.92 -1.81
H 5.93 -2.16 3.59
C 7.33 -1.58 0.80
H -1.36 -6.57 2.48
H -12.87 -8.64 1.47
H -0.96 -5.12 1.43
H -10.83 -7.85 -0.67
H 9.03 12.64 -2.16
O -2.31 -6.93 -0.26
O -5.42 0.59 -2.08
C 8.80 -1.56 0.99
H 3.30 -0.16 -0.78
H -4.13 1.72 -0.11
C -4.03 -2.57 -1.16
H 7.42 10.80 -1.77
C -3.00 -1.41 -0.88
C 4.82 4.68 -5.51
H -12.08 -7.06 1.35
H 4.47 2.45 1.77
H 9.77 14.11 -0.33
H 9.56 -1.62 -1.71
H 9.04 0.51 0.43
H 2.50 1.40 -0.53
C -3.29 0.95 -0.12
H 5.61 8.18 1.97
C -6.53 -2.61 -1.86
N -11.95 -4.03 2.22
H -5.59 -6.52 0.86
H 8.04 14.36 -0.62
N 6.75 10.96 1.32
C -3.35 -6.72 0.71
H -8.15 -4.47 -3.08
C 6.66 0.76 5.34
N -3.91 -0.34 -0.47
H -2.43 -0.16 1.57
O -8.24 0.01 -0.91
C 4.06 4.34 -6.79
H -12.93 -4.12 1.95
C 8.76 12.38 -1.14
C -9.57 -4.27 1.50
C 5.92 -1.09 3.75
H -9.37 -9.59 0.36
H 7.59 6.89 1.11
C 5.60 7.75 0.97
H 8.59 13.41 0.77
H 5.08 8.46 0.32
H -11.37 -4.90 0.33
C -1.05 -7.06 0.36
C -0.70 -6.20 1.65
C -8.06 -1.01 -1.44
C 3.27 0.73 -0.14
H -3.31 -5.72 1.24
H 4.91 1.68 -1.16
C 7.03 7.58 0.48
H 4.51 4.81 -7.66
C -5.30 -1.88 -1.54
H -2.51 1.32 -0.85
C -4.96 -0.35 -1.47
H -1.95 2.66 2.46
H -11.86 -3.14 2.71
H -10.57 -9.88 1.62
H -7.50 -4.51 0.75
C -7.75 -4.91 -2.11
C -10.17 -9.12 0.95
N 5.96 7.52 -7.15
H 5.40 0.72 0.23
H -9.44 -5.22 2.11
H -7.55 -6.00 -2.32
O -0.21 -7.82 -0.04
H -4.12 -6.62 -1.95
N 6.18 -1.59 0.66
H 3.02 4.67 -6.73
N 2.62 0.01 2.32
H 4.07 3.26 -6.96
H 6.38 -0.62 2.88
C 9.43 -0.46 0.12
C -8.91 -4.81 -1.02
H -3.60 1.12 2.13
S -0.11 1.10 2.20
C 4.81 6.17 -5.19
H 5.64 1.12 5.46
H 5.35 6.36 -4.26
C 8.79 13.64 -0.28
H 9.03 -1.39 2.04
H 8.10 -0.61 -1.60
H -3.21 -7.50 1.52
C 4.76 5.84 -0.36
C 7.03 11.27 0.25
C -8.48 -4.13 0.34
H -9.76 -4.21 -1.46
H 3.92 3.40 0.37
H 6.23 -1.28 5.87
C 2.90 0.32 1.24
C -4.81 -6.92 0.14
C 7.40 11.69 -1.14
N -9.14 -7.15 2.37
H 0.15 0.12 1.25
H 9.20 -2.54 0.71
H -8.36 -3.03 0.16
H -2.95 -4.51 -0.82
C -6.45 -4.11 -1.77
H -9.34 -5.84 -0.81
H -13.18 -7.59 0.09
N 7.81 2.09 3.36
H -11.65 -9.40 -0.58
H 4.88 -0.76 3.81
C -5.03 -6.37 -1.32
N 4.70 5.39 -1.42
*
```

Its HOMO-LUMO gap is 8.358 eV. The SMILES is CC(=O)OCCCc1cc2c(c(N=C=O)c1CCCCCN)C(=O)N(CCCS)C2=O.CCCC#N.CCCC#N.CCCC#N.CCCC#N.CCCC#N.CCCC#N.CCCC#N. The value obtained for the energy above the lowest of the compared OMol25 structures with the same formula, charge and spin is 0.000 eV.

Atom charges from the Mulliken analysis, given in e for atoms 1 to 99: atom 1 (C): 0.04, atom 2 (C): -0.52, atom 3 (C): 0.29, atom 4 (H): 0.29, atom 5 (C): -0.49, atom 6 (H): 0.23, atom 7 (H): 0.38, atom 8 (H): 0.39, atom 9 (H): 0.27, atom 10 (H): 0.26, atom 11 (C): -1.16, atom 12 (H): 0.32, atom 13 (C): -0.47, atom 14 (H): 0.36, atom 15 (O): -0.58, atom 16 (H): 0.30, atom 17 (C): 0.30, atom 18 (H): 0.29, atom 19 (C): -1.17, atom 20 (C): 0.91, atom 21 (H): 0.30, atom 22 (H): 0.33, atom 23 (H): 0.29, atom 24 (H): 0.29, atom 25 (H): 0.28, atom 26 (C): 0.22, atom 27 (C): -1.15, atom 28 (N): -0.48, atom 29 (C): -0.22, atom 30 (C): -0.38, atom 31 (H): 0.41, atom 32 (C): -0.43, atom 33 (H): 0.33, atom 34 (H): 0.37, atom 35 (H): 0.36, atom 36 (C): -0.94, atom 37 (H): 0.37, atom 38 (H): 0.39, atom 39 (C): 0.25, atom 40 (H): 0.27, atom 41 (H): 0.37, atom 42 (H): 0.23, atom 43 (H): 0.11, atom 44 (H): 0.31, atom 45 (O): -0.30, atom 46 (O): -0.56, atom 47 (C): -0.31, atom 48 (H): 0.38, atom 49 (H): 0.38, atom 50 (C): 0.26, atom 51 (H): 0.26, atom 52 (C): -0.12, atom 53 (C): -0.39, atom 54 (H): 0.26, atom 55 (H): 0.31, atom 56 (H): 0.33, atom 57 (H): 0.30, atom 58 (H): 0.23, atom 59 (H): 0.37, atom 60 (C): -0.79, atom 61 (H): 0.31, atom 62 (C): -0.08, atom 63 (N): -0.63, atom 64 (H): 0.23, atom 65 (H): 0.29, atom 66 (N): -0.44, atom 67 (C): -0.56, atom 68 (H): 0.45, atom 69 (C): -0.42, atom 70 (N): 0.21, atom 71 (H): 0.36, atom 72 (O): -0.41, atom 73 (C): -1.16, atom 74 (H): 0.22, atom 75 (C): -0.42, atom 76 (C): -0.58, atom 77 (C): -0.69, atom 78 (H): 0.26, atom 79 (H): 0.33, atom 80 (C): -0.43, atom 81 (H): 0.35, atom 82 (H): 0.26, atom 83 (H): 0.28, atom 84 (C): 0.63, atom 85 (C): -0.77, atom 86 (C): 0.60, atom 87 (C): -0.37, atom 88 (H): 0.35, atom 89 (H): 0.36, atom 90 (C): -1.03, atom 91 (H): 0.34, atom 92 (C): 0.81, atom 93 (H): 0.34, atom 94 (C): 0.07, atom 95 (H): 0.33, atom 96 (H): 0.25, atom 97 (H): 0.36, atom 98 (H): 0.02, atom 99 (C): -1.45

=====

DFT (ωB97M-V with the def2-TZVPD basis set) results for one molecule with the formula C7H12.

Structure (ORCA input):
```
! RIJCOSX wB97M-V def2-TZVPD def2/J DEFGRID3
* xyz 0 1
C -0.75 -1.59 0.51
C -0.90 -0.36 1.41
C 1.91 0.90 -0.50
H -0.36 1.63 0.66
H -1.79 -0.44 2.04
H -0.04 -0.25 2.08
H 1.99 1.87 -1.02
H -0.43 -2.52 1.00
H 2.89 0.42 -0.58
H 1.72 1.10 0.55
H -0.07 -1.87 -1.55
H -1.76 -1.77 0.09
H -2.03 1.20 0.34
C -0.62 0.22 -0.99
C -1.01 0.80 0.38
H 1.15 -0.14 -2.21
H -1.40 0.26 -1.75
C 0.85 0.05 -1.18
C -0.02 -1.14 -0.75
*
```

Its HOMO-LUMO gap is 10.416 eV. The SMILES is C[C@H]1[C@H]2CCC[C@@H]12. The value obtained for the energy above the lowest of the compared OMol25 structures with the same formula, charge and spin is 1.261 eV.

How is the electron density shared among the atoms? According to Mulliken, the charges in e are: atom 1 (C): -0.68, atom 2 (C): -0.57, atom 3 (C): -1.44, atom 4 (H): 0.29, atom 5 (H): 0.33, atom 6 (H): 0.26, atom 7 (H): 0.32, atom 8 (H): 0.43, atom 9 (H): 0.37, atom 10 (H): 0.31, atom 11 (H): 0.35, atom 12 (H): 0.23, atom 13 (H): 0.34, atom 14 (C): -0.03, atom 15 (C): -0.92, atom 16 (H): 0.41, atom 17 (H): 0.41, atom 18 (C): -0.07, atom 19 (C): -0.35

=====

DFT (ωB97M-V with the def2-TZVPD basis set) results for one molecule with the formula C3H9BO2S at a distorted geometry.

Structure (ORCA input):
```
! RIJCOSX wB97M-V def2-TZVPD def2/J DEFGRID3
* xyz 0 1
H 0.15 -2.90 0.67
H -1.49 1.42 2.22
H 1.38 0.86 -3.40
H -1.52 -2.73 0.51
H -0.10 0.60 2.68
B 0.05 -0.05 -0.13
C -0.62 -2.41 0.21
H 1.86 1.28 -1.77
O -0.48 -1.01 0.50
H 0.26 1.70 -2.40
S 0.17 1.60 0.57
H -0.28 2.34 2.91
C -0.47 1.46 2.32
O 0.50 -0.39 -1.86
H -0.47 -2.67 -0.73
C 1.05 0.88 -2.30
*
```

Its HOMO-LUMO gap is 10.017 eV. The SMILES is COB(OC)SC. The value obtained for the energy above the lowest of the compared OMol25 structures with the same formula, charge and spin is 2.561 eV.

How is the electron density shared among the atoms? According to Mulliken, the charges in e are: atom 1 (H): 0.36, atom 2 (H): 0.31, atom 3 (H): 0.23, atom 4 (H): 0.33, atom 5 (H): 0.26, atom 6 (B): 0.50, atom 7 (C): -0.88, atom 8 (H): 0.35, atom 9 (O): -0.21, atom 10 (H): 0.27, atom 11 (S): -0.21, atom 12 (H): 0.34, atom 13 (C): -0.83, atom 14 (O): -0.46, atom 15 (H): 0.41, atom 16 (C): -0.76

=====

DFT (ωB97M-V with the def2-TZVPD basis set) results for C26H17Cl2N3O3Sm as an isolated structure at a distorted geometry.

Structure (ORCA input):
```
! RIJCOSX wB97M-V def2-TZVPD def2/J DEFGRID3
* xyz 1 6
C -3.90 -0.61 0.45
H -1.68 -3.07 0.39
H 2.09 -0.59 -5.68
H 6.60 0.76 -4.77
C 5.74 1.02 -2.76
C -2.69 -2.63 0.41
N 1.35 0.23 0.47
C -1.38 0.35 3.68
O -2.61 1.45 0.45
C 0.92 0.43 2.88
H 4.51 -0.07 -5.76
C -3.79 0.85 0.46
H -7.15 1.46 0.23
C 4.55 0.94 -2.04
C -5.11 -2.72 0.34
C 0.94 -0.26 -2.40
H 2.98 1.11 5.45
N 2.29 0.45 -0.45
Cl -7.82 -1.34 0.23
H 3.81 0.94 1.15
C -5.01 1.57 0.39
H 0.05 -0.78 -4.31
O -0.41 0.05 2.64
C 2.16 0.18 -1.75
C 2.64 0.99 4.42
H 6.63 1.45 -2.30
C -5.16 -1.31 0.39
H -1.26 -0.31 4.54
N -2.70 -1.28 0.47
C 0.97 -0.51 -3.81
H 0.53 0.63 4.93
C 3.17 0.89 2.03
H -3.77 -4.45 0.35
H 4.51 1.30 -1.01
H 4.57 1.44 3.54
O -0.18 -0.41 -1.72
C 3.36 0.05 -3.98
C 5.72 0.66 -4.13
C 2.11 -0.38 -4.60
C 1.82 0.50 1.78
C -6.33 -0.49 0.35
H -1.36 1.43 3.92
C 4.55 0.19 -4.70
H -6.02 -3.30 0.26
Cl -5.09 3.27 0.42
C -3.85 -3.37 0.38
C 1.31 0.68 4.18
C 3.38 0.42 -2.60
Sm -0.96 0.09 0.28
C 3.57 1.11 3.36
C -6.24 0.88 0.31
H -2.36 0.13 3.25
*
```

Its HOMO-LUMO gap (alpha / beta) is 6.311 / 6.341 eV. As for the expectation value of S²: 8.761.

How is the electron density shared among the atoms? According to Mulliken, the charges in e are: atom 1 (C): 0.50, atom 2 (H): 0.44, atom 3 (H): 0.37, atom 4 (H): 0.38, atom 5 (C): -0.81, atom 6 (C): -0.10, atom 7 (N): -0.13, atom 8 (C): -0.91, atom 9 (O): -0.90, atom 10 (C): 0.88, atom 11 (H): 0.36, atom 12 (C): 0.47, atom 13 (H): 0.46, atom 14 (C): -0.35, atom 15 (C): -0.60, atom 16 (C): 0.80, atom 17 (H): 0.40, atom 18 (N): -0.33, atom 19 (Cl): -0.23, atom 20 (H): 0.41, atom 21 (C): 0.44, atom 22 (H): 0.42, atom 23 (O): -0.28, atom 24 (C): 0.14, atom 25 (C): -0.57, atom 26 (H): 0.39, atom 27 (C): -0.36, atom 28 (H): 0.38, atom 29 (N): 0.04, atom 30 (C): -0.75, atom 31 (H): 0.38, atom 32 (C): -0.10, atom 33 (H): 0.41, atom 34 (H): 0.33, atom 35 (H): 0.42, atom 36 (O): -0.66, atom 37 (C): 0.66, atom 38 (C): -0.51, atom 39 (C): -0.79, atom 40 (C): 0.15, atom 41 (C): 0.64, atom 42 (H): 0.45, atom 43 (C): -0.72, atom 44 (H): 0.46, atom 45 (Cl): -0.18, atom 46 (C): -0.88, atom 47 (C): -0.66, atom 48 (C): 0.70, atom 49 (Sm): 1.34, atom 50 (C): -0.93, atom 51 (C): -0.66, atom 52 (H): 0.20